(1)
A single C5H8O2 molecule, computed with ωB97M-V with the def2-TZVPD basis set.

SMILES string = C#CCOCCO
LUMO energy = 0.92 eV
gap between HOMO and LUMO = 11.024 eV
HOMO level = -0.371 Ha
maximum force = 1.010 eV/A
ΔE to the lowest compared entry with this formula, charge and spin = 297.5 kJ/mol

Each line ends with the Löwdin charge.
Geometry (Å):
1 O -2.52 1.04 0.22  -0.06
2 C -2.19 -0.30 0.55  -0.25
3 C -0.96 -0.80 -0.22  -0.20
4 O 0.16 -0.03 0.18  -0.18
5 C 1.33 -0.19 -0.62  -0.23
6 C 2.37 0.74 -0.09  -0.09
7 C 3.38 1.26 0.35  0.10
8 H -1.70 1.54 0.35  0.09
9 H -3.09 -0.90 0.35  0.13
10 H -1.96 -0.37 1.62  0.12
11 H -1.15 -0.65 -1.30  0.13
12 H -0.73 -1.85 0.06  0.13
13 H 1.07 0.00 -1.69  0.13
14 H 1.75 -1.23 -0.52  0.14
15 H 4.25 1.74 0.79  0.04

(2)
A single C6H11N3O2 molecule, computed with ωB97M-V with the def2-TZVPD basis set.

SMILES string = CC(=O)[C@@H](C#N)[C@@H](O)N(C)N
LUMO energy = 0.60 eV
gap between HOMO and LUMO = 9.937 eV
HOMO level = -0.343 Ha
maximum force = 4.007 eV/A
ΔE to the lowest compared entry with this formula, charge and spin = 224.8 kJ/mol

Each line ends with the Löwdin charge.
Geometry (Å):
1 C -2.60 0.63 -0.72  -0.22
2 C -1.24 -1.14 0.46  -0.41
3 C -0.46 -2.41 0.17  0.00
4 C 2.07 1.39 0.74  -0.06
5 C -1.34 -0.10 -0.68  -0.13
6 C -0.15 1.09 -0.07  -0.41
7 N -3.54 1.28 -0.78  0.17
8 N 1.40 -0.23 -1.12  0.05
9 N 1.10 0.50 0.12  -0.22
10 O -1.73 -0.85 1.53  0.08
11 O -0.67 1.63 1.04  -0.03
12 H 0.57 -2.07 0.33  0.07
13 H -0.78 -2.78 -0.84  0.11
14 H -0.71 -3.17 0.94  0.10
15 H 3.01 1.00 1.02  0.06
16 H 2.43 2.24 0.04  0.11
17 H 1.53 1.60 1.68  0.10
18 H -1.14 -0.34 -1.73  0.13
19 H -0.34 1.72 -0.95  0.15
20 H 1.87 -1.10 -0.95  0.06
21 H 1.95 0.31 -1.84  0.11
22 H -1.22 0.81 1.59  0.19

(3)
C26H19FeN6O7S4 as an isolated structure, computed with ωB97M-V with the def2-TZVPD basis set.

total charge = -1
multiplicity = 5
LUMO energy (alpha / beta) = 1.24 / 1.21 eV
gap between HOMO and LUMO (alpha / beta) = 6.180 / 6.150 eV
HOMO level (alpha / beta) = -0.182 / -0.181 Ha
maximum force = 0.162 eV/A

Each line ends with the Löwdin charge.
Geometry (Å):
1 Fe -0.08 -1.41 -0.78  0.63
2 C -1.58 1.45 -4.01  -0.08
3 C -0.99 0.38 -3.34  -0.07
4 N -1.07 0.28 -2.03  0.11
5 C -1.72 1.24 -1.37  -0.17
6 C -2.30 2.30 -2.05  -0.07
7 N -2.24 2.40 -3.38  0.09
8 C -1.78 1.10 0.10  -0.16
9 C -2.09 2.14 0.96  0.06
10 C -2.09 1.91 2.33  -0.14
11 C -1.79 0.63 2.79  0.06
12 C -1.49 -0.35 1.87  -0.17
13 N -1.48 -0.11 0.56  0.12
14 C -1.13 -1.74 2.24  -0.17
15 C -1.42 -2.32 3.47  -0.07
16 N -1.09 -3.57 3.75  0.09
17 C -0.47 -4.25 2.80  -0.09
18 C -0.18 -3.69 1.56  -0.10
19 N -0.51 -2.44 1.29  0.05
20 C -2.36 3.01 3.29  -0.17
21 C -3.38 3.93 3.06  -0.01
22 C -3.59 4.94 3.99  -0.14
23 N -2.87 5.09 5.09  0.05
24 C -1.89 4.21 5.30  -0.14
25 C -1.60 3.17 4.44  -0.01
26 H -1.51 1.52 -5.09  0.11
27 H -0.45 -0.40 -3.86  0.10
28 H -2.85 3.08 -1.53  0.11
29 H -2.27 3.14 0.58  0.12
30 H -1.77 0.42 3.85  0.12
31 H -1.94 -1.76 4.24  0.11
32 H -0.20 -5.28 3.02  0.11
33 H 0.34 -4.24 0.78  0.12
34 H -4.01 3.85 2.19  0.11
35 H -4.39 5.66 3.83  0.10
36 H -1.31 4.35 6.20  0.10
37 H -0.78 2.50 4.65  0.12
38 O 1.25 -0.08 0.35  -0.37
39 S 2.39 -0.94 0.74  0.48
40 O 2.80 -0.73 2.11  -0.32
41 O 2.11 -2.33 0.38  -0.33
42 C 3.79 -0.46 -0.28  -0.21
43 C 4.99 -0.33 0.40  -0.06
44 C 6.17 -0.05 -0.28  -0.08
45 C 6.15 0.08 -1.65  -0.08
46 C 4.95 -0.04 -2.34  -0.06
47 C 3.77 -0.31 -1.67  -0.21
48 S 2.31 -0.31 -2.72  0.48
49 O 2.78 -0.68 -4.04  -0.32
50 O 1.77 1.03 -2.62  -0.30
51 O 1.40 -1.34 -2.18  -0.41
52 H 4.99 -0.44 1.48  0.10
53 H 7.10 0.05 0.27  0.10
54 H 7.06 0.29 -2.20  0.10
55 H 4.92 0.05 -3.42  0.11
56 C -0.33 -2.90 -4.99  -0.12
57 O -0.63 -2.77 -3.60  -0.31
58 C -1.80 -3.22 -3.11  -1.36
59 S -2.97 -3.88 -4.08  0.54
60 S -1.87 -3.04 -1.41  0.58
61 H 0.67 -2.48 -5.09  0.09
62 H -1.07 -2.36 -5.59  0.07
63 H -0.35 -3.94 -5.29  0.08

(4)
A single C6H8 molecule, computed with ωB97M-V with the def2-TZVPD basis set.

SMILES string = CC#CC1CC1
LUMO energy = 1.11 eV
gap between HOMO and LUMO = 9.948 eV
HOMO level = -0.325 Ha
maximum force = 0.511 eV/A
ΔE to the lowest compared entry with this formula, charge and spin = 185.3 kJ/mol

Each line ends with the Löwdin charge.
Geometry (Å):
1 C 2.72 0.83 -0.36  -0.11
2 C 1.59 -0.04 -0.04  -0.09
3 C 0.53 -0.57 0.21  -0.02
4 C -0.83 -0.73 0.66  -0.30
5 C -1.70 0.41 0.18  -0.13
6 C -2.06 -0.99 -0.17  -0.12
7 H 2.93 1.51 0.48  0.08
8 H 2.45 1.45 -1.22  0.08
9 H 3.64 0.28 -0.60  0.07
10 H -0.92 -1.07 1.69  0.13
11 H -2.29 1.00 0.88  0.10
12 H -1.23 0.98 -0.61  0.10
13 H -2.89 -1.42 0.39  0.10
14 H -2.00 -1.32 -1.21  0.10

(5)
A single C5H8N2 molecule, computed with ωB97M-V with the def2-TZVPD basis set.

SMILES string = N/N=C1\C=CCC1
LUMO energy = 1.06 eV
gap between HOMO and LUMO = 9.111 eV
HOMO level = -0.296 Ha
maximum force = 2.779 eV/A
ΔE to the lowest compared entry with this formula, charge and spin = 171.2 kJ/mol

Each line ends with the Löwdin charge.
Geometry (Å):
1 C 0.28 -0.26 -0.52  -0.31
2 C 0.88 1.06 -0.19  -0.15
3 C 0.26 1.46 1.13  -0.19
4 C -0.43 0.21 1.62  -0.09
5 C -0.50 -0.69 0.68  -0.05
6 H -1.33 -2.00 -1.41  0.09
7 H -0.44 -2.19 -2.79  0.06
8 H 0.54 1.75 -1.00  0.13
9 H 1.95 1.07 -0.22  0.11
10 H 1.04 1.82 1.83  0.12
11 H -0.48 2.21 0.95  0.11
12 H -0.81 0.11 2.61  0.10
13 H -0.86 -1.73 0.82  0.11
14 N -0.38 -1.99 -1.82  -0.02
15 N 0.28 -0.82 -1.68  -0.02

(6)
C7H11CrF3N4O6S2 as an isolated structure, computed with ωB97M-V with the def2-TZVPD basis set.

total charge = -1
multiplicity = 2
LUMO energy (alpha / beta) = 2.74 / 2.74 eV
gap between HOMO and LUMO (alpha / beta) = 7.852 / 7.873 eV
HOMO level (alpha / beta) = -0.188 / -0.189 Ha
maximum force = 0.483 eV/A
ΔE to the lowest compared entry with this formula, charge and spin = 0.0 kJ/mol

Each line ends with the Löwdin charge.
Geometry (Å):
1 Cr -0.09 -0.59 2.00  0.36
2 N 0.08 0.01 4.00  -0.05
3 N -0.79 -0.81 4.73  0.02
4 C -1.33 -1.94 4.10  -0.69
5 O -1.92 -2.76 4.79  0.03
6 O -1.15 -1.98 2.82  -0.13
7 H 1.05 -0.09 4.29  0.09
8 H -0.20 0.98 4.03  0.11
9 H -0.71 -0.84 5.73  0.13
10 F -2.81 1.26 0.21  0.08
11 C -1.97 1.66 1.23  -0.80
12 F -0.99 2.38 0.59  0.07
13 F -2.70 2.58 1.92  0.10
14 S 1.43 0.92 1.22  0.30
15 O 1.76 1.15 -0.19  -0.48
16 O 1.92 1.94 2.15  -0.47
17 O -1.54 0.71 1.96  -0.11
18 S 2.16 -1.01 1.87  0.25
19 N -0.49 -1.05 0.01  0.16
20 C -0.45 -0.75 -1.10  -0.20
21 N -0.40 -0.42 -2.37  -0.06
22 C -0.05 -1.41 -3.38  -0.11
23 C 1.36 -1.16 -3.88  -0.19
24 O 1.50 0.17 -4.33  -0.13
25 C 1.29 1.09 -3.26  -0.18
26 C -0.12 0.98 -2.73  -0.10
27 H -0.76 -1.32 -4.21  0.13
28 H -0.14 -2.41 -2.95  0.13
29 H 1.59 -1.81 -4.73  0.12
30 H 2.08 -1.36 -3.07  0.13
31 H 1.47 2.09 -3.67  0.13
32 H 2.00 0.90 -2.45  0.11
33 H -0.85 1.28 -3.49  0.13
34 H -0.24 1.60 -1.84  0.12

(7)
A single C11H14N4O4S2 molecule, computed with ωB97M-V with the def2-TZVPD basis set.

SMILES string = O=C(NN1CCS(=O)(=O)CC1)c1cnc2n(c1=O)CCS2
LUMO energy = -0.71 eV
gap between HOMO and LUMO = 7.804 eV
HOMO level = -0.313 Ha
maximum force = 6.491 eV/A
ΔE to the lowest compared entry with this formula, charge and spin = 139.2 kJ/mol

Each line ends with the Löwdin charge.
Geometry (Å):
1 O -2.29 1.26 1.42  0.00
2 O 0.62 -1.13 0.16  0.07
3 O 2.36 4.39 -1.48  -0.33
4 O 3.67 2.35 -0.71  -0.39
5 N -2.57 -2.91 1.83  0.05
6 S -1.56 -5.30 1.70  1.02
7 C -1.57 0.47 0.69  -0.36
8 C -0.29 -1.68 0.74  -0.41
9 C -1.43 -3.56 1.59  -0.53
10 C -2.63 -1.59 1.49  -0.01
11 C -1.51 -0.93 1.00  -0.05
12 N -0.60 1.01 -0.14  0.13
13 N -0.34 -2.99 0.89  0.02
14 N -0.54 2.37 -0.69  -0.14
15 C -0.14 -5.26 0.55  -0.44
16 C 0.47 -3.92 0.16  -0.15
17 C -0.05 3.41 0.19  -0.24
18 C -0.05 2.58 -1.99  -0.24
19 C 1.32 3.11 0.73  -0.19
20 C 1.39 2.18 -2.08  -0.19
21 S 2.36 3.13 -0.80  0.75
22 H -3.57 -1.06 1.59  0.13
23 H 0.04 0.35 -0.65  0.13
24 H 0.82 -5.78 0.88  0.11
25 H -0.39 -5.85 -0.35  0.08
26 H 0.40 -3.77 -0.90  0.14
27 H 1.46 -3.83 0.56  0.13
28 H -0.73 3.28 1.09  0.14
29 H -0.09 4.48 -0.03  0.13
30 H -0.05 3.56 -2.33  0.11
31 H -0.65 1.94 -2.65  0.14
32 H 1.30 2.10 1.15  0.11
33 H 1.54 4.01 1.38  0.13
34 H 1.82 2.40 -3.07  0.12
35 H 1.48 1.18 -1.91  0.05

(8)
A 6-piece molecular cluster, C25H52BN3O14S overall, computed with ωB97M-V with the def2-TZVPD basis set.

SMILES string = C[C@@H](O)CNCCO[C@H]1OS(=O)(=O)O[C@@]1(CON=O)B(O)N(C)C.CC(C)=O.CC(C)=O.CC(C)=O.CC(C)=O.CC(C)=O
LUMO energy = -0.57 eV
gap between HOMO and LUMO = 8.434 eV
HOMO level = -0.331 Ha
maximum force = 1.233 eV/A
ΔE to the lowest compared entry with this formula, charge and spin = 0.0 kJ/mol

Each line ends with the Löwdin charge.
Geometry (Å):
1 C -5.01 -0.74 -0.79  -0.05
2 C -4.46 -1.83 -1.70  -0.40
3 O -5.53 -2.54 -2.35  -0.05
4 C -3.47 -1.35 -2.79  -0.15
5 N -3.45 0.09 -3.08  -0.05
6 C -2.13 0.68 -2.86  -0.19
7 C -2.03 0.98 -1.37  -0.14
8 O -0.75 1.34 -0.84  -0.01
9 C 0.39 0.78 -1.34  -0.26
10 O 1.43 1.79 -1.14  -0.10
11 S 2.31 1.51 0.12  0.58
12 O 3.65 1.92 -0.12  -0.23
13 O 1.71 1.97 1.34  -0.22
14 O 2.19 -0.06 0.07  -0.16
15 C 0.98 -0.49 -0.63  -0.20
16 C 1.53 -1.48 -1.68  -0.12
17 O 0.49 -1.76 -2.60  -0.13
18 N 1.05 -2.53 -3.72  0.02
19 O 0.44 -3.49 -3.89  0.12
20 B 0.12 -1.40 0.39  -0.51
21 O -1.24 -1.56 0.24  0.17
22 N 0.89 -2.13 1.38  -0.10
23 C 1.16 -1.31 2.58  -0.04
24 C 0.28 -3.41 1.76  -0.06
25 H -4.34 -0.56 0.06  0.07
26 H -5.19 0.20 -1.31  0.07
27 H -5.94 -1.09 -0.35  0.06
28 H -3.90 -2.54 -1.07  0.13
29 H -5.72 -3.32 -1.82  0.08
30 H -3.75 -1.90 -3.70  0.12
31 H -2.47 -1.70 -2.51  0.11
32 H -3.62 0.19 -4.07  0.09
33 H -2.11 1.61 -3.43  0.11
34 H -1.35 0.00 -3.21  0.10
35 H -2.67 1.84 -1.17  0.14
36 H -2.46 0.15 -0.81  0.08
37 H 0.41 0.66 -2.42  0.16
38 H 2.43 -1.07 -2.16  0.15
39 H 1.83 -2.40 -1.17  0.13
40 H -1.76 -1.28 1.00  0.13
41 H 0.43 -1.53 3.36  0.10
42 H 1.15 -0.24 2.34  0.07
43 H 2.16 -1.53 2.97  0.09
44 H -0.62 -3.27 2.38  0.09
45 H 0.02 -3.99 0.88  0.09
46 H 1.01 -3.96 2.36  0.07
47 C 3.74 4.93 0.67  -0.03
48 C 4.48 6.23 0.51  -0.50
49 O 3.99 7.19 -0.04  0.07
50 C 5.88 6.27 1.08  -0.02
51 H 2.75 5.02 0.23  0.09
52 H 4.27 4.12 0.18  0.06
53 H 3.63 4.69 1.73  0.08
54 H 6.50 5.51 0.60  0.09
55 H 5.86 6.07 2.15  0.07
56 H 6.32 7.25 0.90  0.08
57 C 5.19 -5.53 2.66  -0.02
58 C 4.03 -4.58 2.53  -0.49
59 O 3.10 -4.61 3.30  0.06
60 C 4.08 -3.59 1.38  -0.01
61 H 5.04 -6.19 3.51  0.08
62 H 5.29 -6.13 1.75  0.08
63 H 6.12 -4.97 2.79  0.09
64 H 4.15 -4.13 0.44  0.09
65 H 4.97 -2.97 1.48  0.09
66 H 3.19 -2.97 1.38  0.05
67 C -4.79 3.48 -5.05  -0.02
68 C -3.59 3.08 -5.87  -0.49
69 O -2.96 2.08 -5.62  0.06
70 C -3.22 3.99 -7.02  -0.02
71 H -4.95 2.75 -4.26  0.08
72 H -4.63 4.46 -4.60  0.09
73 H -5.68 3.53 -5.68  0.09
74 H -3.00 4.99 -6.65  0.09
75 H -4.05 4.06 -7.72  0.09
76 H -2.35 3.59 -7.53  0.08
77 C 5.24 3.75 4.89  -0.02
78 C 6.38 2.97 4.28  -0.51
79 O 7.50 3.02 4.72  0.07
80 C 6.03 2.12 3.08  -0.02
81 H 5.60 4.32 5.74  0.08
82 H 4.81 4.43 4.15  0.07
83 H 4.45 3.07 5.21  0.09
84 H 5.63 2.74 2.27  0.07
85 H 5.27 1.38 3.34  0.09
86 H 6.93 1.60 2.72  0.08
87 C -7.38 -3.27 1.82  -0.02
88 C -6.09 -3.19 2.59  -0.50
89 O -5.24 -2.37 2.32  0.06
90 C -5.90 -4.19 3.70  -0.02
91 H -7.40 -2.51 1.05  0.07
92 H -7.48 -4.26 1.35  0.09
93 H -8.23 -3.13 2.49  0.09
94 H -5.94 -5.21 3.30  0.09
95 H -6.69 -4.08 4.44  0.09
96 H -4.93 -4.03 4.18  0.08